Below is a molecular structure, C19H31CoGeN5O7S, with properties calculated with ωB97M-V/def2-TZVPD.

```
65
C19H31CoGeN5O7S (ωB97M-V/def2-TZVPD)
Co 0.13556 0.30606 0.23875
N 0.27481 -0.74320 2.19469
C 1.63575 -1.26343 2.35109
C 2.23915 -1.60068 0.98224
O 3.06847 -2.50795 0.87780
N 1.78256 -0.79869 0.02337
C 2.22262 -1.01284 -1.33442
C 1.54422 0.00577 -2.25275
O 1.95939 0.19441 -3.38392
O 0.51259 0.60456 -1.73280
H -0.07955 -0.27096 3.01708
H -0.37358 -1.48613 1.94944
H 1.69462 -2.15056 2.98432
H 2.25936 -0.48459 2.79558
H 1.93456 -2.01031 -1.68906
H 3.30644 -0.93879 -1.43956
C -4.91984 0.06257 -1.56702
N -3.98618 0.65675 -0.62858
C -4.12895 0.55079 0.81194
C -2.72127 0.89769 1.28685
O -2.36983 0.95685 2.44642
N -1.92632 1.08411 0.18349
C -2.67882 0.84464 -0.89765
N -2.19489 0.84546 -2.14411
H -4.61317 -0.94672 -1.84785
H -5.00285 0.69070 -2.45506
H -5.89634 0.00989 -1.09154
H -4.36730 -0.47248 1.11205
H -4.86781 1.24836 1.20797
H -1.16688 0.79806 -2.20071
H -2.64926 0.20425 -2.77917
C -1.82702 4.27301 0.97211
Ge -0.05159 3.81920 0.24213
C 1.13361 5.30537 0.82145
C -0.09251 3.86228 -1.72359
C 0.70770 2.19952 1.01505
H -1.99785 5.34992 0.92579
H -1.89374 3.95083 2.01312
H -2.61425 3.77060 0.41172
H 0.72381 6.27147 0.52020
H 2.12329 5.19554 0.37396
H 1.24906 5.30168 1.90720
H 0.38489 4.76813 -2.09892
H -1.11967 3.83046 -2.08930
H 0.43169 2.99277 -2.12046
H 0.52892 2.18145 2.09256
H 1.78527 2.15946 0.82743
C 1.11377 -7.51061 0.49548
C 0.30387 -6.28458 0.16094
C 0.59540 -5.51589 -0.95918
C -0.15468 -4.39090 -1.26656
C -1.20871 -4.02804 -0.44686
C -1.51601 -4.78169 0.67960
C -0.76254 -5.90618 0.97456
S -2.05165 -2.47714 -0.68630
O -3.29101 -2.55604 0.07296
O -2.24210 -2.26514 -2.10754
O -1.08827 -1.53394 -0.08459
H 2.03473 -7.54201 -0.08512
H 0.54395 -8.41804 0.28136
H 1.37241 -7.52609 1.55502
H 1.43516 -5.78699 -1.58781
H 0.08021 -3.78044 -2.12982
H -2.33938 -4.46504 1.30545
H -0.99460 -6.49768 1.85367
```

Values from the calculation:
- Kohn-Sham gap (spin up / spin down) (eV) = 8.12 / 7.68
- ΔE to the lowest compared entry with this formula, charge and spin (kcal per mole) = 0.0
- spin multiplicity = 5
- charge = -1
- HOMO level (spin up / spin down) (eV) = -5.44 / -5.64
- ⟨S²⟩ = 6.010
- molar mass (Da) = 605.1

These are the natural (NBO) partial charges, in e, on atoms 1 to 2:
1 Co 1.6760
2 N -0.8673

---

Below is a single C22H25Cl2N3O4S molecule in a non-equilibrium geometry, with properties calculated with ωB97M-V/def2-TZVPD.

```
57
C22H25Cl2N3O4S (ωB97M-V/def2-TZVPD)
O -3.48658 -2.94175 -1.13767
C -2.83019 -1.98358 -1.49783
N -1.53275 -2.07444 -1.85604
H -1.00333 -1.23471 -2.06016
C -0.80327 -3.32292 -1.79317
C 0.41633 -3.17506 -0.92706
C 1.68691 -3.14025 -1.48845
C 2.81841 -2.94315 -0.71816
C 2.68063 -2.76640 0.64983
C 1.43163 -2.80261 1.24655
C 0.31368 -3.00749 0.45312
Cl -1.23487 -3.05885 1.21616
H 1.32562 -2.67351 2.31137
Cl 4.07473 -2.48359 1.62681
H 3.79561 -2.92052 -1.17330
H 1.78954 -3.26689 -2.55527
H -1.49749 -4.06560 -1.38376
H -0.50455 -3.63298 -2.80026
C -3.40788 -0.58099 -1.59827
H -2.62829 0.15109 -1.80932
H -4.12967 -0.58033 -2.41694
C -4.13899 -0.21733 -0.30230
N -3.21407 0.05918 0.77364
C -2.98096 1.31736 1.19482
O -3.60721 2.26993 0.77804
C -1.95622 1.48774 2.32775
C -1.31426 2.87216 2.17815
C -0.26147 2.84679 1.05299
N -0.35198 1.60873 0.31423
S 0.26544 1.62683 -1.22297
O -0.01837 0.33561 -1.80030
O -0.22206 2.78837 -1.89502
C 2.03509 1.76539 -0.99325
C 2.60676 3.01995 -0.90348
C 3.96144 3.12556 -0.63314
C 4.72035 1.98002 -0.44642
C 4.13587 0.72686 -0.54219
C 2.78222 0.61708 -0.81718
H 2.29935 -0.34242 -0.91500
H 4.73012 -0.16216 -0.39825
H 5.77477 2.06479 -0.23034
H 4.42360 4.09861 -0.56626
H 1.98826 3.88867 -1.06410
C -0.04345 0.42953 1.08660
C -0.84845 0.43682 2.39550
H -1.24178 -0.55750 2.60717
H -0.19210 0.70499 3.22641
H 1.03596 0.37428 1.30562
H -0.30129 -0.42147 0.45612
H 0.75191 2.96544 1.46962
H -0.44083 3.64416 0.33275
H -2.10363 3.58294 1.93642
H -0.84703 3.17221 3.11658
H -2.53348 1.46601 3.25939
H -2.64618 -0.70960 1.08733
H -4.78926 -1.04897 -0.01426
H -4.73230 0.68796 -0.44285
```

Values from the calculation:
- Kohn-Sham gap (eV) = 9.74
- ΔE to the lowest compared entry with this formula, charge and spin (kcal per mole) = 0.0
- HOMO level (eV) = -9.33
- molar mass (Da) = 498.4
- SMILES = O=C(CCNC(=O)C1CCN(S(=O)(=O)c2ccccc2)CC1)NCc1ccc(Cl)cc1Cl

These are the natural (NBO) partial charges, in e, on atoms 1 to 2:
1 O -0.6481
2 C 0.6816

---

Below is a single C10H18N2O5 molecule in a non-equilibrium geometry, with properties calculated with ωB97M-V/def2-TZVPD.

```
35
C10H18N2O5 (ωB97M-V/def2-TZVPD)
C 0.68947 -0.66116 0.19655
C -0.72143 -0.59910 1.16404
C 1.97335 0.28005 0.72688
C 3.31121 0.09095 0.23591
C 3.37251 0.23073 -1.36403
C 3.88720 -1.36189 0.52641
C -3.22967 -0.24385 0.50417
C -4.22682 -1.06255 -0.17115
C -3.17827 1.19230 -0.25770
C -2.07446 2.04608 0.01727
H -0.14162 0.81256 -1.21388
H 1.00661 -0.45531 -2.01557
H 0.94255 -1.76155 0.14574
H 1.66609 1.32967 0.36127
H 1.73595 0.42841 1.91614
H 3.97852 0.89439 0.77063
H 3.31418 -0.66977 -2.11795
H 2.81253 1.19558 -1.80836
H 4.36508 0.56726 -1.62991
H 3.84489 -2.20058 -0.30564
H 3.45703 -1.77423 1.40175
H 4.97947 -1.19276 0.67318
H -1.41390 -1.22693 -0.52296
H -3.56097 0.01331 1.54848
H -3.92565 1.87554 0.01289
H -3.00624 0.82392 -1.29731
H -1.43336 3.57165 0.90657
H -3.29966 -2.85525 0.61521
N 0.24851 -0.21906 -1.22973
N -1.86190 -0.76403 0.45199
O -0.77978 -0.17852 2.33182
O -5.22089 -0.59940 -1.00931
O -1.08437 2.19864 -0.63262
O -2.23977 2.77875 1.06057
O -4.18637 -2.50386 0.00865
```

Values from the calculation:
- Kohn-Sham gap (eV) = 9.28
- ΔE to the lowest compared entry with this formula, charge and spin (kcal per mole) = 173.7
- HOMO level (eV) = -9.05
- molar mass (Da) = 246.3
- SMILES = CC(C)C[C@H](N)C(=O)N[C@@H](CC(=O)O)C(=O)O

These are the natural (NBO) partial charges, in e, on atoms 1 to 2:
1 C -0.1154
2 C 0.6800

---

Below is a single C20H22N2O2S2 molecule in a non-equilibrium geometry, with properties calculated with ωB97M-V/def2-TZVPD.

```
48
C20H22N2O2S2 (ωB97M-V/def2-TZVPD)
C 1.47735 0.18972 -2.09251
C 1.99507 -0.02227 -0.83120
C 2.02520 -1.37143 -0.21333
C 2.67889 -1.43088 1.07724
C 3.30871 -0.28606 1.67645
C 3.13756 1.01076 1.30160
C 2.58629 1.26425 0.10810
H 2.60569 1.96516 -0.49149
H 3.54256 1.70034 1.79870
C 3.78304 -0.47566 3.15871
H 4.77200 -1.00790 3.24129
H 3.88825 0.29576 3.81714
S 3.14772 -1.69919 4.11632
C 1.39320 -1.03413 4.81164
C 0.66701 -0.81698 3.48863
O -0.04938 -1.55676 3.13895
N 0.57359 0.70832 3.09035
N 0.04891 1.19455 2.08299
C -0.68104 0.31961 1.08952
C -1.13596 1.13729 0.06508
C -0.71955 2.41420 -0.29785
C -1.28911 3.05882 -1.23563
C -2.00412 2.24955 -2.31105
C -2.27741 1.01746 -2.00272
C -1.69172 0.09088 -1.06416
H -2.03189 -0.69863 -0.84427
O -2.81950 0.47784 -3.24352
C -3.20034 -1.20510 -3.04154
C -4.24621 -1.37584 -1.98442
H -4.00161 -1.95519 -1.20669
H -4.91462 -0.75514 -1.80832
S -4.93987 -2.56104 -3.42465
C -3.86550 -1.58686 -4.32302
H -3.13226 -2.08605 -5.03535
H -4.24632 -0.70325 -4.88588
H -2.32872 -1.74542 -2.78537
H -2.19050 2.65784 -3.43076
H -1.20774 4.22668 -1.46992
H -0.28015 2.99116 0.50804
H -0.84929 -0.66885 1.43142
H 0.97406 1.37735 3.68465
H 1.62730 0.00932 5.57578
H 1.06217 -1.64924 5.50859
H 2.79879 -2.29152 1.58919
H 1.87688 -2.23350 -0.59516
H 0.96570 1.13835 -2.35247
H 0.83885 -0.54856 -2.43808
H 2.32801 0.27023 -2.95103
```

Values from the calculation:
- Kohn-Sham gap (eV) = 6.40
- ΔE to the lowest compared entry with this formula, charge and spin (kcal per mole) = 420.4
- HOMO level (eV) = -6.78
- molar mass (Da) = 386.5

These are the natural (NBO) partial charges, in e, on atoms 1 to 2:
1 C -0.6900
2 C 0.0665